Entry 1:
Density functional theory data (wB97M-V/def2-TZVPD) for a cluster of 7 separate species, C41H64F8N2O20 in total.

Calculated values
HOMO energy: -8.52 eV
Frontier orbital gap: 7.60 eV
Total charge: 0
SMILES: COCc1cnc2c(CCOCC(F)(F)C(F)(F)C(F)(F)C(F)F)cccc2n1.CCOC(=O)OC.CCOC(=O)OC.CCOC(=O)OC.CCOC(=O)OC.CCOC(=O)OC.CCOC(=O)OC

Atoms and positions in Å:
1 O 5.9247 -5.7969 1.4449
2 C 2.4647 2.7197 2.9947
3 C 6.6417 -2.0066 -0.1555
4 O 7.5643 -4.2566 1.7665
5 F 3.4144 1.6740 -3.9871
6 O -5.0237 4.4520 0.0474
7 C 1.6624 2.4148 4.2451
8 H -6.6280 3.3507 0.6455
9 H 2.2317 -4.0543 -12.6687
10 C -6.1841 4.7984 2.1611
11 C -2.5646 -2.7849 -1.4434
12 H -5.0074 -3.6170 -4.1224
13 C 0.7039 2.5434 -2.5207
14 C 2.7496 -0.5538 -9.0572
15 C -4.4744 -2.9309 -3.3621
16 C -2.9546 -1.3033 -1.2505
17 H 0.7310 2.9850 4.2224
18 O 5.4517 -3.6957 1.1339
19 H -2.0726 -0.9863 4.6691
20 H -3.3018 -6.5074 5.6052
21 C 2.7479 -2.0866 4.8473
22 C 1.1854 -2.5405 -10.7356
23 H -2.6899 0.5878 0.0654
24 H 3.8155 1.2087 7.1535
25 O -3.1888 4.6098 1.3846
26 H 3.4538 -2.1343 4.0148
27 H -0.0792 0.4710 -0.0204
28 C 3.1289 5.8203 11.2160
29 C -1.9298 5.9437 -0.5250
30 O -2.3891 -4.6892 5.6598
31 H 7.5990 -6.8659 0.8623
32 C 2.2770 0.1788 4.6444
33 H 2.2253 -3.0418 4.9133
34 C -4.0960 -0.6121 -2.0994
35 F 0.6060 3.9515 -2.1897
36 H 0.8393 -4.8450 -11.8545
37 N -5.9179 -0.9082 -4.0349
38 H 7.4174 -6.6424 2.6354
39 O -2.3901 -3.3604 3.8102
40 H 0.5072 -0.1806 -4.4906
41 H 0.6592 -4.1632 -13.4791
42 H -5.3256 5.2495 2.6633
43 H 2.7343 6.1543 12.1764
44 F 2.2812 1.5880 -5.9742
45 H -5.7315 2.3868 -2.4703
46 C -0.6850 -0.1280 -0.7820
47 H 6.3536 -2.0251 2.0010
48 C -6.1553 0.4577 -3.6987
49 H -7.5310 2.0050 -7.4423
50 F -0.1954 2.2088 -4.8601
51 F 2.0933 -0.6750 -3.1060
52 C -3.3396 -3.6082 -2.5395
53 C 3.6829 1.7544 8.0907
54 C 2.1326 1.4282 -4.5367
55 H 0.9841 -1.6068 -8.3405
56 H -5.9179 1.7815 -6.5137
57 O 2.4275 4.6367 10.8408
58 H 0.7022 0.0480 -8.8654
59 H 3.0352 -0.1544 -8.0816
60 H 6.1065 -2.3240 -1.0538
61 F 2.2070 -0.8957 -5.4321
62 C -1.8709 -6.4082 4.0139
63 H 4.8970 -1.7379 1.0577
64 H -1.2489 5.1695 -0.1645
65 H -1.9704 6.7788 0.1781
66 C -2.1662 -0.4033 -0.1556
67 H -0.9153 2.3119 -1.0097
68 O 2.0834 3.0364 9.4073
69 C 5.8258 -2.3124 1.0868
70 C 1.2628 -0.8619 -9.0915
71 O 0.7620 -2.7631 -11.9926
72 H 4.1921 5.5994 11.3350
73 H 3.0081 0.1734 -9.8310
74 O -0.7357 0.4636 -2.1066
75 H 1.9211 2.3970 2.1030
76 H -5.1518 2.9899 1.5309
77 H -1.4992 -5.7068 3.2637
78 O 1.7786 -1.0684 4.6023
79 N -4.3807 0.7671 -1.8024
80 C 2.7190 4.2031 9.6020
81 H -1.5560 6.3133 -1.4806
82 O -7.6093 0.5979 -5.8044
83 C 1.6443 -0.1291 -4.3371
84 H -7.0232 2.3011 -4.7031
85 H -6.5942 0.4314 -7.6264
86 H -2.2743 -7.2807 3.4954
87 C -7.3372 1.2066 -4.5259
88 H 4.4813 2.4954 8.1699
89 H -1.7202 -3.2884 -0.8592
90 H -0.9322 -0.7401 6.0003
91 H -3.0673 -4.7132 -2.7123
92 H 3.2743 -1.9164 5.7889
93 O 3.4146 0.4761 4.9239
94 O -1.6266 -2.6587 5.8372
95 H -0.3922 -1.6061 4.5538
96 H 2.1961 2.7062 5.1539
97 H -0.2252 -1.1808 -0.9251
98 H -1.0121 -6.7168 4.6152
99 H -3.7922 -5.4297 4.3046
100 H -6.8029 4.3087 2.9162
101 C -5.7452 3.8030 1.1030
102 F 1.7400 2.0189 -1.6948
103 H -2.1008 -0.9577 0.8599
104 C -2.1665 -3.5491 4.9855
105 H -6.7534 5.6139 1.7082
106 C 2.3145 2.4082 8.1396
107 H -8.2938 1.2622 -3.8756
108 C -1.2402 -1.4339 5.2171
109 H 6.8503 -0.9368 -0.2246
110 C 6.4267 -4.5502 1.4846
111 C -2.9326 -5.7692 4.8899
112 H 2.1772 3.1252 7.3250
113 F 1.4489 3.7660 -4.5297
114 O 3.4452 4.7597 8.8123
115 H 1.5445 1.6413 8.0265
116 C 6.8920 -6.8149 1.6936
117 H -1.5233 2.3522 -2.7442
118 O 1.2960 1.0294 4.2970
119 H 2.6687 3.7898 2.9192
120 C 0.9939 2.4665 -4.0967
121 C -5.4127 1.3042 -2.6246
122 H 3.8073 1.0616 8.9269
123 O 0.8515 -1.2845 -10.3987
124 O 1.7818 -3.3302 -10.0421
125 C -0.7019 1.9012 -2.0640
126 C 1.1505 -4.0320 -12.5141
127 H 3.3472 -1.4476 -9.2485
128 H 7.5944 -2.5404 -0.1469
129 H 6.3665 -7.7683 1.7610
130 H 2.9812 6.6184 10.4852
131 C -6.8778 1.2529 -6.8807
132 C -4.8739 -1.4055 -3.1766
133 H 3.4195 2.1896 2.9949
134 C -3.7594 4.8010 0.3363
135 O -3.2415 5.4232 -0.7370


Entry 2:
Density functional theory data (wB97M-V/def2-TZVPD) for a structure of composition C41H65Br2CrN5Si.

Calculated values
HOMO energy (alpha / beta): -10.65 / -10.60 eV
Multiplicity: 2
Frontier orbital gap (alpha / beta): 7.38 / 7.19 eV
Total charge: +1

Atoms and positions in Å:
1 H 3.2733 -3.8673 -1.4905
2 H 0.0928 -4.2459 4.7390
3 C 2.6942 0.0199 -4.3207
4 C -1.6586 1.7528 -1.9205
5 C 1.5600 2.1201 -3.6501
6 H 3.4386 -1.5336 2.8254
7 H 2.0100 -0.5815 2.4061
8 H 3.5775 0.9721 0.9316
9 C 0.2280 0.2540 -4.6214
10 C 1.3054 -0.1121 -2.3669
11 H 4.5928 -2.2402 -0.6377
12 H -2.0137 -4.3474 6.0321
13 H 2.8135 0.3837 -5.3428
14 H 4.6844 0.1621 -0.1755
15 H 0.7746 3.3270 -0.6614
16 C -2.6528 -1.5719 -1.1271
17 H 2.1554 -3.9236 0.9843
18 H -4.3940 -2.6482 -1.7848
19 H 0.1832 -0.8146 -4.8344
20 H -2.1764 -4.4377 1.6960
21 H -2.4093 -5.7986 5.1233
22 C -2.5275 -4.7113 5.1416
23 H 0.0533 -1.8410 -2.8717
24 H 2.0094 -2.3152 2.1506
25 H 2.2751 2.4372 -2.8877
26 C 1.1616 -3.5518 -0.9468
27 Br -0.8775 -1.5496 1.9510
28 C -3.5951 0.3473 -2.7155
29 H -2.5750 2.9370 2.5776
30 C -0.1020 2.9530 -1.1625
31 H -5.9958 -2.0207 3.9161
32 H -2.7069 -2.2359 6.7441
33 C 0.7923 2.8739 2.8557
34 C 2.6292 -1.4228 2.1006
35 C 4.1212 0.0485 0.7529
36 H -3.4032 0.3890 2.9572
37 Br -0.8992 4.6154 4.3430
38 C 3.2250 -1.2023 0.7055
39 C 1.0632 1.8693 1.9232
40 C -0.5125 3.2580 3.0832
41 H 0.6107 2.6290 -3.4989
42 C -1.4432 -1.2508 5.2305
43 H -2.3075 -2.3248 -0.4381
44 H 1.9454 2.4594 -4.6129
45 C -4.2571 -1.9558 1.7855
46 H -3.7534 -1.2055 1.1746
47 H 3.7425 -3.3354 0.4598
48 H 0.3378 0.7721 -5.5748
49 C 2.1661 -1.0563 -0.4044
50 H -5.0617 -3.5093 3.8676
51 C 4.1910 -2.3506 0.3715
52 C 1.2497 -4.1750 0.4436
53 H -0.7136 0.7069 5.7403
54 Si -2.1917 -2.2462 3.7738
55 C -3.8224 -1.7318 -1.8602
56 H -0.3428 0.2614 4.0765
57 H -4.1434 0.0914 4.5360
58 N -4.2861 -0.7847 -2.6630
59 H 0.3242 -1.2294 6.4576
60 H -1.9369 -0.7418 7.2643
61 H 1.2210 -5.2622 0.3466
62 N -1.0254 3.7112 -1.7520
63 C -0.1540 -4.0726 -1.5446
64 H 0.3941 -3.8717 1.0431
65 C 0.0639 1.2215 1.2018
66 C -3.9620 -1.7055 3.2759
67 C -1.5486 2.6467 2.3907
68 C -2.5745 -4.8153 2.6447
69 H -3.9750 1.1457 -3.3407
70 H -5.1395 0.0878 3.0871
71 H -3.9594 -2.9409 1.4307
72 H 3.5703 0.3216 -3.7441
73 H 4.8410 -0.0675 1.5634
74 C -4.1601 -0.1955 3.4857
75 H -1.9696 0.7729 4.5149
76 H -3.3333 -0.6755 6.2009
77 H -0.2885 -2.8531 6.1919
78 C 1.2645 -2.0131 -1.0210
79 N -2.0362 2.9660 -2.2378
80 C 2.2776 -4.1046 -1.8534
81 H -2.3645 -5.8880 2.6828
82 H -2.0887 1.1998 0.9535
83 H 2.1896 -5.1913 -1.9111
84 C -1.2473 1.6591 1.4700
85 H 0.1066 -4.0689 2.9889
86 H -1.0500 4.7151 -1.8386
87 C -2.4221 -1.2342 6.4169
88 N -1.9327 -0.4594 -1.2121
89 C 1.4028 0.6026 -3.7046
90 H 0.5922 -2.0122 4.9005
91 C -0.1299 -1.8880 5.7116
92 H -3.5916 -4.5005 5.2488
93 C -5.0105 -2.4495 4.1194
94 H -0.2697 -3.8327 -2.6008
95 H 2.0999 1.5985 1.7947
96 H -0.7273 0.5600 -4.1886
97 C -1.1087 0.2034 4.8525
98 Cr 0.1128 -0.1179 -0.3840
99 N -0.4666 1.6916 -1.2806
100 H 2.6785 1.0170 -1.0382
101 H 2.6611 -1.0700 -4.3456
102 C -2.4276 0.5187 -1.9907
103 C 0.7437 -1.3764 -2.1888
104 C 2.1098 0.1197 -1.2157
105 H -3.6577 -4.6975 2.6383
106 H 1.5990 3.3455 3.4014
107 H 5.0297 -2.3152 1.0687
108 H -4.8309 -2.3608 5.1919
109 H -1.0135 -3.7004 -0.9972
110 H -0.1667 -5.1600 -1.4635
111 H -5.3323 -1.8485 1.6114
112 H 2.1804 -3.7044 -2.8645
113 C -1.9169 -4.1333 3.8530
114 C -0.4275 -4.5178 3.8253
115 H -0.3514 -5.6043 3.7200


Entry 3:
Density functional theory data (wB97M-V/def2-TZVPD) for a structure of composition C41H65Br2CrN5Si.

Calculated values
HOMO energy (alpha / beta): -10.77 / -10.77 eV
Multiplicity: 4
Frontier orbital gap (alpha / beta): 7.51 / 7.58 eV
Total charge: +1

Atoms and positions in Å:
1 H 2.9500 4.5274 -2.3277
2 H 5.8056 0.0029 3.8452
3 H -2.0319 -3.7188 -4.4086
4 H -5.1760 -2.0372 -3.2702
5 H -1.1405 2.2981 -0.7045
6 C 1.8284 -2.6285 0.1126
7 C 1.5014 4.0412 3.9064
8 H 1.0943 -5.0769 1.7331
9 N 2.3071 -0.5602 -1.0258
10 C 4.0362 -0.2752 2.6152
11 C 2.7116 0.4536 2.4834
12 H 1.6488 4.7249 0.5393
13 H -3.7696 -4.1925 -2.9507
14 C -3.8188 -4.0718 -1.8661
15 H -1.6492 2.4611 1.6981
16 H 4.8319 -2.1599 3.2878
17 H -1.3109 4.1880 -2.2309
18 C -0.3263 4.3903 2.2378
19 Cr 1.2438 0.6549 0.6343
20 H -5.1664 -1.7463 -0.6917
21 N 1.1957 -4.1445 1.3651
22 C 0.6755 -2.9957 1.8196
23 C 2.4173 -1.8979 -1.0083
24 N 3.5448 -1.9907 -3.1026
25 H -2.8328 -4.1891 0.6596
26 H 3.8030 -0.1491 -3.9995
27 H -0.2758 5.4652 2.4251
28 H 1.2067 -0.8656 3.3573
29 Si -2.4312 -1.6217 -2.1690
30 C -2.7596 -3.1846 0.2255
31 H 5.0214 0.7950 0.9862
32 H -1.0584 2.8201 4.4982
33 C 3.4129 -0.6716 -3.1349
34 C -1.5563 -0.2852 -4.5272
35 C -1.5029 -1.6604 -3.8457
36 Br -0.9783 -0.4197 -0.7917
37 H -2.1106 1.4918 4.9718
38 C 2.5699 1.7794 1.9701
39 H -0.9649 -0.3279 -5.4481
40 H -3.2305 -2.5190 -4.9056
41 C -2.6020 -3.3219 -1.2984
42 H -1.2227 -4.4596 -2.5760
43 C 2.7997 0.0368 -2.1131
44 H 1.9861 5.6900 1.9694
45 H -2.9125 1.7155 2.6715
46 C 0.5257 1.1724 2.7632
47 Br 0.6648 5.9012 -3.6017
48 H -0.3736 1.3987 5.2913
49 C 2.0575 4.0201 -1.9830
50 H 2.5515 3.7723 4.0470
51 H -0.4435 -3.6729 -1.1954
52 C -1.2792 -0.4508 3.4348
53 H 4.2954 0.4450 4.6579
54 H -2.5680 0.0050 -4.8072
55 C 1.0190 2.2643 -0.6286
56 H 0.4385 -2.0474 -4.6918
57 H -3.6511 -2.6377 0.5199
58 C -4.0180 -0.5481 -2.1337
59 H -4.6731 1.4951 -2.2761
60 C 3.8563 -1.7277 3.0569
61 H -5.8793 -0.4221 -3.2174
62 H 3.4043 -2.3366 2.2734
63 C 1.4595 0.0951 2.9471
64 H 4.9860 1.5151 3.4307
65 H 2.6952 1.1037 -2.1831
66 H 0.9053 3.4506 4.6028
67 H -1.6939 -2.6403 -5.7590
68 C -2.1618 -2.6979 -4.7712
69 H -4.7584 -3.5745 -1.6227
70 C -4.9359 -0.9715 -3.2936
71 C -3.7200 0.9563 -2.2440
72 C 0.8084 4.4479 -2.3980
73 C 4.8285 0.4701 3.7051
74 H 3.1062 -3.6758 -1.9870
75 C -0.9332 1.0313 3.2163
76 H -1.1064 -1.0266 2.5202
77 C 2.1426 2.9574 -1.0915
78 H -5.6376 -0.0561 -0.8065
79 H 5.8249 -0.6940 1.4800
80 H -1.8966 -2.6859 0.6726
81 H 3.2448 -1.8008 3.9589
82 H 0.0528 -2.9289 2.6987
83 C 1.0759 3.8134 2.4376
84 N 1.0678 -2.0085 1.0463
85 C -0.3363 3.8321 -1.9224
86 C -0.2207 2.7539 -1.0520
87 C -4.7787 -0.7355 -0.8135
88 C 3.0354 -2.5961 -2.0398
89 H -0.7209 -0.8939 4.2637
90 H -3.1705 1.3139 -1.3722
91 C -1.1243 1.7366 4.5716
92 H 0.5089 -1.2293 -3.1308
93 H -4.5038 -0.7421 -4.2684
94 H 3.0407 4.3499 1.5739
95 H 3.3776 2.3615 1.5550
96 H 0.1650 -2.9614 -3.2134
97 C -1.3515 -4.1788 -1.5313
98 C -1.9512 1.5410 2.1813
99 H -1.4482 -5.1078 -0.9571
100 H -4.1578 -0.4884 0.0515
101 H -2.1120 0.7915 1.4045
102 H 4.3517 -0.7749 0.5164
103 N 1.9406 -3.9303 0.2727
104 H -3.8564 -5.0738 -1.4262
105 C 2.0001 4.6756 1.5669
106 H -3.1597 1.2272 -3.1340
107 C 4.8490 -0.2314 1.3188
108 H -0.6672 4.2576 1.2096
109 H 3.1360 2.6881 -0.7390
110 H -2.3404 -0.5297 3.6783
111 H -1.1280 0.4987 -3.8966
112 H -1.0676 3.9828 2.9195
113 C 1.2758 2.2946 2.2595
114 H 1.3828 5.0963 4.1623
115 C -0.0137 -2.0036 -3.6942


Entry 4:
Density functional theory data (wB97M-V/def2-TZVPD) for a structure of composition C41H65GeInP2Si.

Calculated values
HOMO energy: -6.59 eV
Frontier orbital gap: 6.56 eV
Total charge: 0

Atoms and positions in Å:
1 C 1.5061 -2.1248 1.4309
2 H -5.2385 2.9085 -3.7607
3 H 2.3624 1.6487 1.8442
4 H 4.6593 0.6357 -5.3845
5 H -3.3780 -3.6508 -0.1838
6 H -5.3493 0.5916 -4.2012
7 C 5.8150 -0.2593 1.6886
8 C -5.3394 0.8297 -3.1350
9 H 5.5973 -0.3808 3.8349
10 H -6.9865 -2.2584 1.3438
11 C 3.6343 -2.3883 0.2638
12 C 3.0666 -3.9764 1.9312
13 C -0.9505 -2.8723 3.0338
14 H -3.0671 3.4203 -2.7050
15 H -1.9264 1.1952 -1.6880
16 C 3.9365 -3.5534 0.9473
17 H -5.7535 -4.2572 0.2366
18 H 2.1626 5.0285 -0.2987
19 H -5.3738 2.6974 -2.0278
20 C 4.0337 0.9418 -4.5430
21 H -1.2200 2.7607 0.5786
22 C -0.5163 3.5450 0.3193
23 C 2.4759 4.0222 -0.0054
24 H -5.4452 -0.3453 1.6624
25 H -2.8117 2.3100 -0.6699
26 H 0.0815 2.8168 -3.0650
27 C 2.7409 0.1085 -4.5245
28 C 1.8855 -3.2795 2.1441
29 H -4.6833 -5.2502 1.2207
30 H -5.0977 -1.8617 -0.2803
31 H -0.3094 -2.5979 3.8775
32 C -4.4107 -0.1574 -2.4037
33 H 3.4656 3.8450 -0.4315
34 C -2.9214 1.6193 -1.5045
35 H -1.0295 4.3064 -0.2760
36 H 2.7240 -1.6593 -2.0767
37 C -4.9013 2.2902 -2.9270
38 H -0.1805 4.0061 1.2523
39 C 3.8920 0.9947 0.4403
40 H -6.6150 -4.3873 2.5597
41 H 4.5480 1.5889 -2.5255
42 C 2.1321 0.1213 -3.1240
43 H 6.9042 -0.3459 1.6852
44 C 5.3250 0.2972 3.0219
45 H 3.3153 -0.4591 2.8300
46 C -1.4510 1.5406 3.6111
47 In -0.7906 -2.1620 -1.2548
48 Si -0.4289 -1.9187 1.4697
49 C -5.0789 -1.3659 1.7970
50 H -6.3631 0.7023 -2.7741
51 H 5.8891 0.8773 -3.4019
52 C 3.8143 0.5054 2.9699
53 C 3.0264 -0.6122 -2.1069
54 H 0.2162 0.2019 3.5475
55 H 2.0253 0.5081 -5.2450
56 H -3.2230 2.7484 3.4298
57 H 4.6349 -1.3456 -3.3283
58 H 2.9463 -0.9219 -4.8280
59 H -3.5501 -0.4040 -3.0313
60 H 2.5522 3.9942 1.0831
61 H 1.2099 -3.6690 2.8930
62 C -0.7258 0.4848 3.0853
63 H -4.3666 -1.3408 2.6282
64 C -4.3667 -1.8560 0.5348
65 H 3.8316 1.8575 -0.2285
66 H 5.8122 1.2587 3.2217
67 C -1.1818 -0.2311 1.9735
68 C 0.8214 3.4032 -2.5127
69 H 3.7852 1.9935 -4.7006
70 C -3.8833 0.4792 -1.1140
71 C 2.4703 -1.6482 0.5017
72 H 5.1886 -0.7918 -1.7844
73 H 1.1327 -0.3126 -3.1319
74 H -2.9077 1.9575 -3.6547
75 H 3.4564 0.9189 3.9164
76 P 2.5483 -0.0283 -0.3624
77 H 2.0042 1.1507 -2.8149
78 C -5.0464 -4.2304 1.0739
79 H 1.7716 3.3639 -3.0528
80 C 4.8164 0.7870 -3.2223
81 C -2.6558 1.9186 3.0256
82 C -5.7696 -3.7369 2.3271
83 H 4.8490 -4.0965 0.7331
84 H 3.2900 -4.8581 2.5197
85 C -2.3969 0.1745 1.3758
86 H 5.7787 0.2416 -0.4116
87 H 5.4121 -1.2648 1.5691
88 H 4.3442 -2.0298 -0.4705
89 P -2.9875 -0.7630 -0.0810
90 H -1.9729 -2.5863 3.2943
91 H 5.8981 1.5990 0.6606
92 H -4.9404 -1.0940 -2.2261
93 C -6.2439 -2.2949 2.1494
94 H -5.0811 -3.7850 3.1790
95 C -3.1152 1.2517 1.9050
96 H -4.0378 1.5825 1.4413
97 C 4.4917 -0.5598 -2.5805
98 C 1.1614 0.9354 -0.2089
99 H -6.7391 -1.9424 3.0570
100 H -0.9295 -3.9605 2.9195
101 H -1.0819 2.0743 4.4794
102 H -3.1456 -3.3364 1.5306
103 C -3.8834 -3.3031 0.7224
104 C 3.4359 1.4694 1.8423
105 Ge 1.0389 2.8248 -0.6320
106 H 0.2336 0.4141 -0.4719
107 C -3.3856 2.3786 -2.7656
108 H -4.7294 0.8796 -0.5442
109 H 3.9318 2.4277 2.0365
110 C 5.3931 0.6355 0.5208
111 H 0.4887 4.4453 -2.4890


Computed energy above the lowest of the compared OMol25 structures with the same formula, charge and spin, in the same sequence as the records: 194.6; 14.1; 16.5; 0.0 kcal per mole.
Computed strongest force on any atom, in the same sequence as the records: 0.1212; 0.0157; 0.0094; 0.0140 Eh/bohr.
Computed E_tot, in the same sequence as the records: -4013.67915; -8356.90465; -8356.93651; -4840.50073 hartree.